Record 1
15
Properties=species:S:1:pos:R:3:forces:R:3:lowdin_charge:R:1 method="wB97M-V/def2-TZVPD" de_lowest_kj_mol=445.18
C 2.1940 -0.9261 -0.5369 -0.56 -2.05 2.33 -0.432
C -1.1276 -0.6760 -0.1503 0.38 2.38 2.39 -0.198
C 1.3776 1.3536 0.3448 -5.37 -0.66 -2.13 -0.309
C -2.4651 -0.0413 0.4029 4.40 2.10 -0.67 -0.129
S 1.1533 -0.4338 0.6177 -1.94 0.20 -0.32 0.869
H 2.4153 -0.2480 -1.2605 0.76 1.25 -2.28 -0.052
H 2.5516 -1.9422 -0.4524 0.09 0.15 -0.32 -0.006
H -1.1435 -1.6999 -0.0800 0.03 -2.57 0.68 -0.004
H -0.8545 -0.4998 -1.1236 0.54 1.15 -2.43 -0.005
H 1.5450 1.3860 -0.7667 -0.26 0.60 1.22 0.054
H 0.3758 1.9190 0.6623 2.42 -1.11 -0.69 0.098
H 2.1973 1.5769 0.8806 2.76 1.27 1.79 -0.019
H -2.7535 -0.7346 1.0938 -1.14 -1.08 2.49 0.018
H -3.1321 -0.0844 -0.3794 -1.76 0.23 -1.82 0.025
H -2.3336 1.0505 0.7478 -0.36 -1.86 -0.25 0.091

---

Record 2
12
Properties=species:S:1:pos:R:3:forces:R:3:lowdin_charge:R:1 method="wB97M-V/def2-TZVPD" multiplicity=3 total_energy_ha=-1085.9091
C -1.3622 0.1183 -0.3586 0.83 -1.08 -3.63 -0.315
C -0.2671 -1.0498 -0.2242 0.05 1.18 -0.32 -0.182
N -1.1978 1.2296 0.4062 -0.42 -1.26 4.60 0.084
O 2.8738 1.1049 -0.3516 1.46 0.97 -1.00 -0.349
O 1.1223 -0.7034 -0.3565 -0.04 1.36 -0.04 -0.335
P 1.7686 0.5748 0.4074 -0.85 -1.61 0.85 0.368
Cl 2.3877 -0.2313 2.2136 -0.22 0.09 -0.11 0.265
H -1.3656 0.4911 -1.4105 -0.46 -1.16 0.07 0.119
H -2.2884 -0.3808 -0.0601 -0.09 -0.17 -0.24 0.121
H -0.3974 -1.3221 0.7833 -0.23 -1.25 1.20 0.085
H -0.3228 -1.8482 -0.9803 -0.90 0.33 0.58 0.134
H -0.9510 2.0170 -0.0687 0.86 2.60 -1.97 0.005

---

Please write out number 2 again, unchanged.
12
Properties=species:S:1:pos:R:3:forces:R:3:lowdin_charge:R:1 method="wB97M-V/def2-TZVPD" multiplicity=3 total_energy_ha=-1085.9091
C -1.3622 0.1183 -0.3586 0.83 -1.08 -3.63 -0.315
C -0.2671 -1.0498 -0.2242 0.05 1.18 -0.32 -0.182
N -1.1978 1.2296 0.4062 -0.42 -1.26 4.60 0.084
O 2.8738 1.1049 -0.3516 1.46 0.97 -1.00 -0.349
O 1.1223 -0.7034 -0.3565 -0.04 1.36 -0.04 -0.335
P 1.7686 0.5748 0.4074 -0.85 -1.61 0.85 0.368
Cl 2.3877 -0.2313 2.2136 -0.22 0.09 -0.11 0.265
H -1.3656 0.4911 -1.4105 -0.46 -1.16 0.07 0.119
H -2.2884 -0.3808 -0.0601 -0.09 -0.17 -0.24 0.121
H -0.3974 -1.3221 0.7833 -0.23 -1.25 1.20 0.085
H -0.3228 -1.8482 -0.9803 -0.90 0.33 0.58 0.134
H -0.9510 2.0170 -0.0687 0.86 2.60 -1.97 0.005